Entry 1:
{
  "formula": "C7H16N2O",
  "method": "ωB97M-V/def2-TZVPD",
  "homo_ev": -9.31,
  "e_above_lowest_kj_mol": 83.6,
  "smiles": "CNC(C)=O.C1CCNC1",
  "gap_ev": 10.06,
  "symbols": ["N", "C", "C", "C", "C", "H", "H", "H", "H", "H", "H", "H", "H", "H", "O", "C", "N", "C", "C", "H", "H", "H", "H", "H", "H", "H"],
  "coordinates": [[1.633, -1.574, -0.013], [2.306, -0.955, -1.158], [2.376, -1.057, 1.140], [2.422, 0.511, -0.721], [2.470, 0.443, 0.828], [1.676, -2.600, -0.059], [3.314, -1.378, -1.333], [1.718, -1.092, -2.086], [1.846, -1.277, 2.087], [3.392, -1.492, 1.215], [3.318, 0.998, -1.153], [1.534, 1.081, -1.056], [1.606, 0.978, 1.266], [3.391, 0.891, 1.246], [-4.190, 1.454, -0.329], [-3.196, 0.761, -0.528], [-2.380, 0.377, 0.493], [-2.784, 0.272, -1.900], [-2.658, 0.775, 1.859], [-1.561, -0.201, 0.287], [-2.768, -0.830, -1.939], [-3.510, 0.640, -2.644], [-1.783, 0.648, -2.170], [-1.879, 0.359, 2.521], [-3.639, 0.395, 2.189], [-2.654, 1.874, 1.959]]
}


Entry 2:
{
  "formula": "C6H8N",
  "method": "ωB97M-V/def2-TZVPD",
  "charge": 1,
  "homo_ev": -14.39,
  "e_above_lowest_kj_mol": 497.0,
  "smiles": "C#[N+][C@@]1(C)CC1=C",
  "gap_ev": 10.04,
  "symbols": ["C", "C", "C", "C", "C", "C", "N", "H", "H", "H", "H", "H", "H", "H", "H"],
  "coordinates": [[-2.251, -1.226, -0.425], [0.969, -0.524, 0.392], [1.800, -0.988, -0.471], [0.302, -0.035, 1.486], [-0.343, 0.227, 0.160], [-0.326, 1.571, -0.561], [-1.424, -0.486, -0.104], [-2.971, -2.004, -0.819], [1.495, -0.844, -1.562], [2.745, -1.387, -0.139], [-0.107, -0.803, 2.144], [0.794, 0.749, 2.042], [-0.807, 1.581, -1.521], [0.842, 1.749, -0.698], [-0.717, 2.420, 0.075]]
}


Entry 3:
{
  "formula": "C21H29N3O4S",
  "method": "ωB97M-V/def2-TZVPD",
  "homo_ev": -8.23,
  "e_above_lowest_kj_mol": 2247.7,
  "gap_ev": 8.33,
  "symbols": ["C", "N", "S", "O", "O", "N", "C", "H", "C", "N", "C", "C", "H", "H", "H", "H", "C", "H", "C", "O", "H", "C", "O", "C", "C", "C", "C", "C", "C", "H", "H", "C", "C", "C", "C", "C", "C", "H", "H", "H", "H", "H", "H", "H", "H", "H", "H", "H", "H", "H", "H", "C", "H", "H", "H", "H", "H", "H"],
  "coordinates": [[-5.713, -3.259, 0.433], [-6.322, -2.030, 0.142], [-5.418, -0.767, -0.659], [-4.945, -1.503, -1.813], [-6.393, 0.108, -0.953], [-4.413, -0.599, 0.544], [-4.504, 0.694, 1.225], [-5.479, 1.070, 1.149], [-3.897, 1.894, 0.007], [-2.439, 1.467, -0.263], [-2.524, 0.413, -0.886], [-3.122, -0.746, -0.050], [-3.039, -1.990, -0.561], [-2.364, -0.827, 0.979], [-1.449, -0.059, -1.302], [-3.156, 0.175, -1.690], [-1.745, 2.390, -0.954], [-1.620, 2.194, -1.958], [-0.359, 3.005, -0.346], [-0.759, 3.207, 1.186], [-1.338, 2.431, 1.288], [0.464, 1.876, -0.286], [1.831, 2.426, -0.032], [2.862, 1.545, 0.065], [2.914, 0.325, -0.721], [4.176, -0.552, -0.474], [5.311, -0.181, -0.096], [5.336, 1.512, 0.241], [4.054, 2.047, 0.383], [4.159, 3.082, 0.634], [6.232, 1.929, 0.534], [6.513, -0.803, -0.217], [7.764, -0.183, -0.542], [8.881, -1.086, -0.584], [8.876, -2.326, -0.083], [7.776, -2.618, 0.423], [6.589, -2.082, 0.210], [5.652, -2.506, 1.034], [7.715, -3.790, 0.778], [9.708, -2.705, 0.011], [9.896, -0.594, -0.775], [7.593, 0.858, -0.710], [3.972, -1.653, -0.741], [1.954, -0.474, -0.759], [0.216, 1.001, 0.144], [0.755, 1.372, -1.498], [0.049, 3.708, -0.650], [-2.260, 3.310, -0.994], [-3.811, 2.935, 0.493], [-4.630, 1.983, -0.733], [-3.816, 0.857, 1.944], [-7.160, -1.490, 1.253], [-6.330, -1.338, 2.066], [-7.562, -0.663, 1.132], [-7.855, -2.307, 1.680], [-6.437, -3.954, 0.781], [-5.061, -3.245, 1.097], [-5.327, -3.484, -0.525]]
}


Entry 4:
{
  "formula": "C11H17NO2S",
  "method": "ωB97M-V/def2-TZVPD",
  "homo_ev": -9.16,
  "e_above_lowest_kj_mol": 0.0,
  "smiles": "CC(C)OCCCNC(=O)c1cccs1",
  "gap_ev": 9.68,
  "symbols": ["C", "H", "H", "H", "C", "C", "H", "H", "H", "O", "C", "C", "H", "H", "C", "N", "C", "O", "C", "C", "C", "C", "S", "H", "H", "H", "H", "H", "H", "H", "H", "H"],
  "coordinates": [[-0.507, 1.910, -3.210], [-1.346, 1.240, -3.049], [-0.886, 2.857, -3.583], [0.159, 1.471, -3.948], [0.236, 2.131, -1.896], [1.420, 3.081, -2.094], [2.062, 2.701, -2.884], [2.014, 3.171, -1.188], [1.058, 4.067, -2.376], [-0.733, 2.654, -0.991], [-0.362, 2.779, 0.357], [-0.082, 1.450, 1.070], [0.828, 0.996, 0.674], [0.076, 1.653, 2.132], [-1.242, 0.470, 0.879], [-0.948, -0.834, 1.423], [-0.357, -1.797, 0.674], [-0.123, -1.668, -0.513], [-0.036, -3.045, 1.389], [0.497, -4.168, 0.818], [0.705, -5.212, 1.740], [0.332, -4.875, 3.002], [-0.283, -3.277, 3.093], [0.379, -5.467, 3.895], [1.114, -6.171, 1.477], [0.723, -4.222, -0.231], [-1.020, -0.958, 2.420], [-1.423, 0.340, -0.190], [-2.149, 0.857, 1.350], [0.509, 3.440, 0.472], [-1.223, 3.266, 0.824], [0.606, 1.161, -1.533]]
}


Entry 5:
{
  "formula": "C22H34BF3N6PtS3",
  "method": "ωB97M-V/def2-TZVPD",
  "homo_ev": [-7.03, -7.03],
  "gap_ev": [6.29, 6.29],
  "symbols": ["Pt", "C", "C", "C", "C", "N", "C", "C", "N", "B", "N", "C", "C", "N", "C", "S", "C", "C", "C", "C", "N", "C", "C", "N", "C", "S", "C", "C", "C", "C", "C", "S", "H", "H", "H", "H", "H", "H", "H", "H", "H", "H", "H", "H", "H", "H", "H", "H", "H", "H", "H", "H", "H", "H", "H", "H", "H", "H", "H", "H", "H", "H", "H", "H", "H", "H", "F", "C", "F", "F"],
  "coordinates": [[0.483, 0.358, 0.273], [-0.800, -5.398, -1.013], [-1.958, -4.670, -0.324], [-1.618, -4.399, 1.143], [-3.215, -5.544, -0.374], [-2.192, -3.413, -1.049], [-3.255, -3.154, -1.880], [-3.031, -1.964, -2.473], [-1.832, -1.460, -2.032], [-1.422, -0.010, -2.400], [-0.037, 0.108, -3.124], [-0.153, 0.204, -4.494], [1.068, 0.284, -5.051], [1.987, 0.238, -4.037], [1.299, 0.125, -2.864], [2.151, 0.010, -1.400], [3.444, 0.316, -4.222], [4.003, 1.530, -3.475], [3.775, 0.485, -5.709], [4.088, -0.983, -3.732], [-1.787, 0.884, -1.159], [-3.073, 0.781, -0.685], [-3.360, 1.883, 0.039], [-2.254, 2.698, 0.024], [-1.295, 2.066, -0.704], [0.260, 2.646, -1.081], [-2.064, 3.926, 0.813], [-1.026, 3.632, 1.897], [-1.605, 5.073, -0.093], [-3.385, 4.331, 1.469], [-1.331, -2.359, -1.152], [0.152, -2.250, -0.369], [-0.604, -6.345, -0.518], [0.099, -4.788, -0.965], [-1.043, -5.590, -2.056], [-1.514, -5.349, 1.659], [-2.403, -3.820, 1.623], [-0.685, -3.854, 1.239], [-3.033, -6.451, 0.196], [-3.462, -5.840, -1.392], [-4.064, -5.033, 0.076], [-4.099, -3.801, -1.989], [-3.637, -1.430, -3.174], [-2.216, 0.346, -3.216], [-1.105, 0.217, -4.977], [1.312, 0.374, -6.086], [3.493, 2.436, -3.794], [5.061, 1.626, -3.697], [3.883, 1.428, -2.402], [3.358, 1.407, -6.108], [3.431, -0.364, -6.296], [4.856, 0.540, -5.811], [3.929, -1.126, -2.668], [5.156, -0.943, -3.923], [3.667, -1.834, -4.262], [-3.683, -0.070, -0.903], [-4.269, 2.122, 0.548], [-0.065, 3.362, 1.462], [-1.361, 2.811, 2.526], [-0.885, 4.513, 2.516], [-0.649, 4.848, -0.554], [-1.494, 5.979, 0.497], [-2.340, 5.256, -0.874], [-3.742, 3.562, 2.149], [-4.143, 4.543, 0.717], [-3.226, 5.237, 2.048], [-1.486, 0.228, 2.299], [-0.119, -0.010, 2.201], [0.028, -1.248, 2.735], [0.413, 0.825, 3.146]]
}


Entry 6:
{
  "formula": "C14H20N2O3S",
  "method": "ωB97M-V/def2-TZVPD",
  "homo_ev": -9.04,
  "e_above_lowest_kj_mol": 0.0,
  "smiles": "CSCC[C@H](NC(=O)[C@@H](N)Cc1ccccc1)C(=O)O",
  "gap_ev": 9.64,
  "symbols": ["C", "C", "C", "C", "C", "C", "C", "C", "C", "C", "C", "C", "C", "C", "H", "H", "H", "H", "H", "H", "H", "H", "H", "H", "H", "H", "H", "H", "H", "H", "H", "H", "H", "H", "N", "N", "O", "O", "O", "S"],
  "coordinates": [[-0.284, 1.427, -0.223], [0.277, 0.075, -0.698], [-1.686, 1.188, 0.382], [-2.180, 2.356, 1.204], [-2.155, 2.293, 2.600], [-2.645, 3.514, 0.597], [-2.585, 3.359, 3.359], [-3.091, 4.593, 1.361], [-3.050, 4.524, 2.748], [1.283, -2.049, -0.069], [1.340, -2.836, 1.235], [2.642, -2.038, -0.804], [3.195, -3.398, -1.243], [1.337, -3.384, -3.350], [-0.625, 1.859, -2.127], [0.573, 2.748, -1.494], [0.377, 1.833, 0.559], [-2.370, 1.009, -0.453], [-1.643, 0.279, 0.992], [-1.782, 1.420, 3.082], [-2.670, 3.551, -0.480], [-2.556, 3.302, 4.456], [-3.454, 5.512, 0.889], [-3.355, 5.352, 3.399], [0.919, -0.433, 1.208], [0.538, -2.502, -0.752], [3.374, -1.578, -0.147], [2.513, -1.347, -1.663], [4.051, -3.246, -1.909], [3.554, -3.965, -0.381], [0.838, -2.481, -2.907], [0.596, -3.927, -3.914], [2.121, -3.071, -4.032], [1.184, -4.386, 0.181], [-0.355, 2.394, -1.313], [0.857, -0.705, 0.236], [0.161, -0.282, -1.880], [1.429, -2.303, 2.315], [1.326, -4.173, 1.106], [2.001, -4.486, -2.072]]
}